(1)
{"formula": "C6H6N2", "method": "ωB97M-V with the def2-TZVPD basis set", "total_charge": 0, "gap_ev": 8.27, "smiles": "C#C/C(=C\\C#N)NC", "species": ["C", "C", "C", "C", "C", "N", "N", "C", "H", "H", "H", "H", "H", "H"], "coordinates": [[0.87, -0.31, -2.21], [0.45, 0.11, -1.05], [-0.48, 0.18, 0.02], [-1.82, -0.26, -0.13], [-1.91, -1.16, -1.40], [-2.05, -2.29, -2.04], [-0.14, 0.81, 1.26], [1.38, 0.86, 1.40], [1.43, -0.78, -3.06], [-2.40, -0.28, 0.78], [-0.69, 0.38, 1.95], [1.54, 1.71, 0.54], [1.63, 1.20, 2.53], [2.19, -0.17, 1.42]], "nbo_charge": [-0.097, -0.120, 0.155, -0.356, 0.251, -0.341, -0.586, -0.473, 0.269, 0.240, 0.379, 0.244, 0.221, 0.213]}



(2)
{"formula": "C11H16EuO8P", "method": "ωB97M-V with the def2-TZVPD basis set", "total_charge": 2, "gap_ev": [6.60, 5.72], "s2": 12.029, "spin_multiplicity": 7, "species": ["O", "C", "Eu", "O", "C", "C", "O", "C", "O", "C", "O", "H", "C", "C", "O", "P", "O", "C", "C", "O", "C", "C", "H", "H", "H", "H", "H", "H", "H", "H", "H", "H", "H", "H", "H", "H", "H"], "coordinates": [[-2.08, -0.19, -3.09], [-1.37, 0.16, -2.14], [1.83, 0.35, 0.12], [-1.89, -1.30, 1.16], [-1.43, -0.74, 0.21], [0.12, 0.40, -2.16], [0.68, 1.45, -1.70], [-1.85, 0.37, -0.70], [-2.54, 1.30, -0.28], [0.35, -1.84, -0.11], [0.05, -2.96, -0.03], [0.76, -0.52, -2.48], [2.76, -2.10, 3.71], [1.95, -0.93, 3.21], [2.91, -0.12, 2.35], [3.29, 1.54, 2.51], [3.39, 1.80, 4.09], [2.78, 1.35, 5.36], [1.39, 1.87, 5.57], [1.65, 1.93, 2.09], [1.13, 3.30, 2.33], [-0.37, 3.22, 2.45], [3.15, -2.67, 2.86], [2.16, -2.78, 4.32], [3.60, -1.76, 4.33], [1.11, -1.21, 2.55], [1.55, -0.28, 4.00], [2.88, 0.27, 5.45], [3.42, 1.81, 6.11], [0.64, 1.41, 4.91], [1.12, 1.64, 6.60], [1.34, 2.96, 5.47], [1.60, 3.66, 3.25], [1.45, 3.92, 1.48], [-0.66, 2.66, 3.34], [-0.77, 4.23, 2.54], [-0.84, 2.76, 1.57]], "nbo_charge": [-0.289, 0.363, 1.645, -0.285, 0.421, 0.350, -0.550, 0.315, -0.295, 0.281, -0.342, 0.199, -0.647, -0.051, -0.930, 1.679, -0.835, -0.058, -0.653, -0.932, -0.072, -0.639, 0.230, 0.255, 0.241, 0.159, 0.215, 0.192, 0.233, 0.197, 0.262, 0.234, 0.214, 0.199, 0.228, 0.262, 0.203]}



Electronic energy for every record listed, in sequence, given in hartree: -341.48543 -2081.56010.